# C6H7N

C6H7N as an isolated structure at a distorted geometry (the ωB97M-V functional and the def2-TZVPD basis, OMol25).

Results
Frontier orbital gap ... 8.703 eV
Energy above the lowest of the compared OMol25 structures with the same formula, charge and spin ... 127.8 kcal/mol

Last column: Löwdin charge in e.
Element x y z (Å)
C: -0.03 -1.77 0.42  -0.01
C: -0.07 -0.40 0.68  -0.27
C: -1.17 -1.80 -0.23  -0.22
C: -0.90 0.59 0.58  0.02
C: 0.59 0.97 0.67  -0.25
C: 1.38 1.29 -0.58  -0.09
N: -2.25 -1.60 -0.69  0.20
H: 0.80 -2.38 0.88  0.14
H: -1.73 1.08 0.98  0.09
H: 1.01 1.45 1.63  0.13
H: 0.81 0.98 -1.44  0.07
H: 2.26 0.73 -0.52  0.05
H: 1.58 2.34 -0.70  0.06
H: -2.27 -1.48 -1.67  0.08

---

# C5H8O3

C5H8O3 as an isolated structure at a distorted geometry (the ωB97M-V functional and the def2-TZVPD basis, OMol25).

Results
Frontier orbital gap ... 10.235 eV
Energy above the lowest of the compared OMol25 structures with the same formula, charge and spin ... 150.8 kcal/mol

Last column: Löwdin charge in e.
Element x y z (Å)
C: -0.66 -0.58 0.69  -0.25
C: 0.83 -0.05 0.56  -0.31
C: 0.67 0.36 -0.86  -0.38
C: -0.40 1.24 -0.91  -0.06
C: -1.21 -0.07 -0.65  -0.16
H: -0.55 -0.24 2.75  0.17
H: -0.91 -1.74 0.65  0.19
H: 1.32 0.49 1.51  0.21
H: 1.84 -1.39 -0.45  0.18
H: 1.53 0.37 -1.37  0.12
H: -0.45 2.16 -0.23  0.16
H: -0.26 1.38 -2.22  0.21
H: -2.33 -0.27 -0.47  0.18
O: -1.15 0.12 1.93  -0.12
O: 1.85 -1.01 0.58  -0.09
O: -0.11 -0.78 -1.49  -0.05

---

# H3N2O2P

A 2-piece molecular cluster, H3N2O2P overall at a distorted geometry (the ωB97M-V functional and the def2-TZVPD basis, OMol25).

Results
Frontier orbital gap (spin up / spin down) ... 7.597 / 8.463 eV
Energy above the lowest of the compared OMol25 structures with the same formula, charge and spin ... 137.5 kcal/mol

Last column: Löwdin charge in e.
Element x y z (Å)
N: -1.17 -0.26 -0.55  -0.29
N: 1.23 0.01 0.19  -0.63
O: 1.08 -1.18 0.30  -0.03
O: 2.22 0.70 0.43  -0.05
P: -0.16 1.00 -0.48  0.89
H: -1.79 -0.32 -1.28  0.01
H: -0.71 -1.20 -0.43  0.07
H: -0.70 1.25 1.83  0.02

---

# C8H19MnNS6

C8H19MnNS6 as an isolated structure at a distorted geometry (the ωB97M-V functional and the def2-TZVPD basis, OMol25).

Results
Frontier orbital gap (spin up / spin down) ... 6.859 / 6.933 eV
Spin multiplicity ... 6

Last column: Löwdin charge in e.
Element x y z (Å)
Mn: -0.52 -0.42 0.40  -0.06
S: -0.98 1.82 1.23  0.79
S: 0.92 -2.25 -0.31  0.79
C: -2.74 2.26 1.11  -0.35
C: -0.23 2.79 -0.14  -0.41
C: 0.03 1.96 -1.38  -0.27
N: 0.77 0.74 -1.01  -0.17
C: 1.14 -0.13 -2.14  -0.27
C: 1.86 -1.35 -1.63  -0.41
H: 0.70 3.20 0.26  0.07
H: -0.88 3.63 -0.36  0.09
H: 0.58 2.56 -2.11  0.12
H: -0.90 1.65 -1.84  0.11
H: 1.77 0.39 -2.86  0.12
H: 0.22 -0.41 -2.65  0.11
H: 2.81 -1.08 -1.17  0.07
H: 2.08 -2.05 -2.43  0.08
C: 0.01 -3.48 -1.29  -0.36
H: 1.64 1.03 -0.55  0.12
H: -0.64 -3.01 -2.02  0.02
H: -0.59 -4.05 -0.58  0.02
H: 0.72 -4.15 -1.76  0.04
H: -3.26 1.66 1.85  0.01
H: -3.13 2.05 0.13  0.03
H: -2.85 3.31 1.36  0.04
C: 1.49 -0.46 3.06  -0.19
C: 2.24 0.27 2.24  -0.11
H: 1.60 -1.53 3.12  0.05
H: 0.75 -0.01 3.71  0.03
H: 2.98 -0.18 1.60  0.04
H: 2.13 1.35 2.18  0.04
S: -1.08 -1.50 2.46  -0.02
S: -3.16 -1.29 2.06  -0.06
S: -3.00 -2.51 0.33  -0.07
S: -2.47 -0.83 -0.88  -0.05

---

# C4H6N2OS

One molecule with the formula C4H6N2OS at a distorted geometry (the ωB97M-V functional and the def2-TZVPD basis, OMol25).

Results
SMILES string ... O/N=C1\CC=CN1S
Frontier orbital gap ... 8.892 eV
Energy above the lowest of the compared OMol25 structures with the same formula, charge and spin ... 85.4 kcal/mol

Last column: Löwdin charge in e.
Element x y z (Å)
O: 2.20 -1.56 -0.07  -0.09
N: 0.77 -1.69 -0.06  0.04
C: 0.27 -0.53 -0.12  -0.39
C: 0.95 0.84 -0.11  -0.08
C: -0.25 1.81 -0.04  -0.07
C: -1.37 1.10 -0.05  -0.13
N: -1.09 -0.30 -0.12  -0.48
S: -2.29 -1.48 -0.16  0.82
H: 2.56 -2.45 -0.07  0.09
H: 1.69 0.87 0.71  0.12
H: 1.59 0.99 -0.99  0.12
H: -0.17 2.88 -0.01  0.09
H: -2.43 1.32 -0.03  0.10
H: -2.42 -1.80 1.13  -0.14

---

# C22H30BBr8NOS

A 5-piece molecular cluster, C22H30BBr8NOS overall at a distorted geometry (the ωB97M-V functional and the def2-TZVPD basis, OMol25).

Results
SMILES string ... CCB(O)c1ccc2c(c1)Sc1ccccc1N2.BrCCBr.BrCCBr.BrCCBr.BrCCBr
Frontier orbital gap ... 8.238 eV

Last column: Löwdin charge in e.
Element x y z (Å)
C: -4.47 -1.05 -6.62  -0.15
C: -3.55 -1.60 -5.40  -0.15
B: -2.56 -0.42 -4.89  -0.37
O: -2.68 0.89 -5.55  0.04
C: -1.41 -0.55 -3.75  -0.06
C: -1.65 -0.90 -2.26  0.00
C: -0.45 -0.96 -1.19  -0.02
C: 1.07 -0.65 -1.62  -0.26
C: 1.24 -0.34 -3.16  -0.39
C: 0.08 -0.28 -4.19  -0.04
S: 3.02 0.00 -3.68  0.85
C: 3.66 0.99 -2.22  -0.40
C: 4.60 2.20 -2.42  -0.09
C: 5.09 3.04 -1.21  -0.07
C: 4.62 2.57 0.21  -0.08
C: 3.66 1.33 0.41  -0.07
C: 3.13 0.50 -0.81  -0.26
N: 2.23 -0.70 -0.67  -0.01
H: -5.36 -1.77 -6.85  0.07
H: -4.97 -0.04 -6.37  0.08
H: -3.89 -0.90 -7.59  0.08
H: -4.20 -2.06 -4.57  0.11
H: -2.86 -2.44 -5.82  0.12
H: -1.75 1.18 -5.76  0.10
H: -2.71 -1.11 -1.90  0.06
H: -0.65 -1.23 -0.10  0.06
H: 0.35 -0.01 -5.27  0.10
H: 4.91 2.44 -3.50  0.09
H: 5.76 3.96 -1.38  0.09
H: 5.00 3.21 1.08  0.06
H: 3.35 1.02 1.48  0.06
H: 2.79 -1.50 -0.99  0.12
Br: 5.60 -0.77 2.66  0.63
C: 6.69 0.81 2.97  -0.68
C: 6.33 1.48 4.28  -0.68
Br: 4.66 2.48 4.12  0.61
H: 6.56 1.46 2.11  0.03
H: 7.72 0.45 3.00  0.06
H: 7.08 2.22 4.56  0.06
H: 6.20 0.77 5.10  0.05
Br: -1.38 3.04 3.14  0.59
C: 0.19 3.79 2.26  -0.69
C: 0.05 3.73 0.75  -0.66
Br: 0.37 1.92 0.08  0.78
H: 1.05 3.25 2.64  0.04
H: 0.23 4.82 2.60  0.06
H: 0.81 4.35 0.28  0.06
H: -0.93 4.03 0.40  0.05
Br: -2.21 -3.75 1.34  0.60
C: -4.08 -3.23 1.34  -0.69
C: -4.35 -2.13 0.35  -0.68
Br: -3.72 -0.40 1.02  0.61
H: -4.34 -2.95 2.37  -0.03
H: -4.63 -4.13 1.07  0.06
H: -5.42 -2.00 0.19  0.06
H: -3.86 -2.29 -0.61  0.03
Br: -4.35 -3.45 8.11  0.60
C: -3.41 -3.32 6.40  -0.70
C: -3.81 -2.09 5.64  -0.68
Br: -5.56 -2.31 4.81  0.63
H: -3.61 -4.25 5.86  0.05
H: -2.35 -3.28 6.67  0.06
H: -3.12 -1.90 4.81  0.06
H: -3.87 -1.19 6.27  0.05